{"formula": "C4H5N3", "method": "the ωB97M-V functional and the def2-TZVPD basis", "de_lowest_ev": 3.668, "smiles": "C=Nn1cccn1", "e_homo_ha": -0.31960, "charge": 0, "largest_force_ev_per_a": 4.1, "species": ["N", "N", "N", "C", "C", "C", "C", "H", "H", "H", "H", "H"], "coordinates": [[-0.288, 0.076, 0.209], [-0.968, -0.528, 1.192], [-0.565, 1.310, -0.320], [0.244, 1.378, -1.359], [1.191, 0.243, -1.438], [0.863, -0.555, -0.397], [-0.618, -1.562, 1.865], [0.277, 2.331, -1.908], [1.959, 0.209, -2.168], [-1.340, -2.217, 2.323], [0.460, -1.887, 2.138], [1.308, -1.462, 0.022]]}